(1)
Density functional theory data (wB97M-V/def2-TZVPD) for a cluster of 2 separate species, C3H3O3 in total at a distorted geometry.

Geometry as XYZ:
```
9
Properties=species:S:1:pos:R:3:lowdin_charge:R:1
C 1.075 -0.237 -1.285 -0.323
C 1.324 1.777 -2.619 -0.574
C 0.076 -0.075 -0.054 -0.119
O 2.182 2.324 -1.968 0.001
O 1.404 -1.356 -1.673 -0.121
O 0.462 1.863 -3.428 0.045
H -0.732 -0.689 -0.368 0.032
H -0.192 0.958 -0.110 0.031
H 0.608 -0.457 0.769 0.028
```

- Total charge: -1
- 2S+1: 1
- LUMO level (spin up / spin down): 4.3 / 4.3 eV
- E_HOMO (spin up / spin down): -1.876 / -1.876 eV
- Orbital gap (spin up / spin down): 6.2 / 6.2 eV

=====

(2)
Density functional theory data (wB97M-V/def2-TZVPD) for an isolated molecule of C3H3O3 at a distorted geometry.

Geometry as XYZ:
```
9
Properties=species:S:1:pos:R:3:mulliken_spin:R:1
C -0.398 0.532 -0.610 0.072
C 0.289 -0.737 -0.219 0.071
O 1.568 -0.410 0.381 0.003
C 1.540 0.512 1.305 0.611
O 0.623 1.315 1.380 0.241
O -1.668 0.305 -0.792 0.010
H 0.505 -1.345 -1.108 -0.010
H -0.294 -1.305 0.523 0.009
H -2.164 1.133 -0.859 -0.005
```

- ⟨S²⟩: 0.7766
- 2S+1: 2
- LUMO level (spin up / spin down): 0.6 / -1.1 eV
- E_HOMO (spin up / spin down): -8.536 / -8.739 eV
- Orbital gap (spin up / spin down): 9.2 / 7.6 eV

=====

Q: What is the 2S+1 in the second record?
A: 2

=====

Q: Among the records above, which one has the highest 2S+1?
A: number 2

=====

Repeat the second record exactly.
Density functional theory data (wB97M-V/def2-TZVPD) for an isolated molecule of C3H3O3 at a distorted geometry.

Geometry as XYZ:
```
9
Properties=species:S:1:pos:R:3:mulliken_spin:R:1
C -0.398 0.532 -0.610 0.072
C 0.289 -0.737 -0.219 0.071
O 1.568 -0.410 0.381 0.003
C 1.540 0.512 1.305 0.611
O 0.623 1.315 1.380 0.241
O -1.668 0.305 -0.792 0.010
H 0.505 -1.345 -1.108 -0.010
H -0.294 -1.305 0.523 0.009
H -2.164 1.133 -0.859 -0.005
```

- ⟨S²⟩: 0.7766
- 2S+1: 2
- LUMO level (spin up / spin down): 0.6 / -1.1 eV
- E_HOMO (spin up / spin down): -8.536 / -8.739 eV
- Orbital gap (spin up / spin down): 9.2 / 7.6 eV